The following is a DFT calculation (ωB97M-V with the def2-TZVPD basis set) of a cluster of 9 separate species, C32H83BrIN18O11P2 in total at a distorted geometry.

- HOMO-LUMO gap: 6.182 eV
- Total charge: +1
- Total energy: -180598.8432 eV
- Max |F|: 1.257 eV/Å

Each atom is followed by the atoms it is bonded to, with distances in Å.
Atoms and positions in Å:
1 C 7.55431 2.65054 0.42115  C2 1.543, H34 1.091, H35 1.089, H36 1.088
2 C 7.98134 3.44679 -0.82997  C1 1.543, C3 1.541, H37 1.089, H38 1.090
3 C 9.07944 2.76405 -1.66825  C2 1.541, C4 1.537, H39 1.091, H40 1.090
4 C 8.53747 2.03170 -2.90555  C3 1.537, C5 1.535, H41 1.092, H42 1.092
5 C 7.41047 1.04716 -2.56517  C4 1.535, C6 1.524, H43 1.092, H44 1.093
6 C 7.13892 0.03683 -3.67376  C5 1.524, C7 1.545, H45 1.091, H46 1.093
7 C 5.77698 -0.67072 -3.49564  C6 1.545, C8 1.544, H47 1.091, H48 1.091
8 C 5.80721 -2.20204 -3.68684  C7 1.544, C9 1.539, H49 1.091, H50 1.091
9 C 5.01486 -2.99796 -2.63499  C8 1.539, C10 1.544, H51 1.091, H52 1.091
10 C 3.66111 -3.55055 -3.13151  C9 1.544, C11 1.541, H53 1.090, H54 1.091
11 C 2.46991 -2.63682 -2.78246  C10 1.541, C12 1.536, H55 1.095, H56 1.092
12 C 1.15705 -3.39895 -2.54586  C11 1.536, C13 1.545, H57 1.086, H58 1.090
13 C -0.05957 -2.56044 -2.99850  C12 1.545, C14 1.525, H59 1.088, H60 1.094
14 C -0.36636 -1.54832 -1.89966  C13 1.525, C15 1.552, H61 1.091, H62 1.093
15 C -1.39459 -0.42180 -2.18464  C14 1.552, C16 1.548, C22 1.548, C30 1.565
16 C -1.04236 0.26532 -3.52638  C15 1.548, C17 1.521, H63 1.093, H64 1.093
17 C -1.68126 -0.29807 -4.78672  C16 1.521, C18 1.539, H65 1.088, H66 1.092
18 C -0.95703 0.18928 -6.05433  C17 1.539, C19 1.515, H67 1.091, H68 1.091
19 C -1.16170 1.65582 -6.37659  C18 1.515, O20 1.416, H69 1.097, H70 1.096
20 O -0.33409 2.47060 -5.56665  C19 1.416, C21 1.405
21 C -0.87104 3.72667 -5.23933  O20 1.405, H71 1.089, H72 1.095, H73 1.094
22 C -2.82194 -1.01552 -2.10714  C15 1.548, C23 1.524, H74 1.092, H75 1.090
23 C -3.82521 -0.21214 -1.28822  C22 1.524, P24 1.895, N27 1.484, H76 1.091
24 P -5.60476 -0.74118 -1.66742  C23 1.895, O25 1.637, Br26 2.247
25 O -6.35877 0.65012 -1.25015  P24 1.637, H77 0.966
26 Br -6.03007 -2.02228 0.12924  P24 2.247
27 N -3.63259 1.25681 -1.38106  C23 1.484, I28 2.110, C29 1.508, H78 1.018
28 I -4.21945 2.06239 -3.24111  N27 2.110
29 C -2.26328 1.70575 -0.93568  N27 1.508, C30 1.526, H79 1.089, H80 1.090
30 C -1.18944 0.62716 -1.04155  C15 1.565, C29 1.526, P31 1.878, H81 1.093
31 P -0.78509 -0.19094 0.59991  C30 1.878, N32 1.725, O33 1.672
32 N -1.27659 1.03757 1.70720  P31 1.725, H82 1.013, H83 1.023
33 O -1.99809 -1.31588 0.84013  P31 1.672, H84 0.963
34 H 6.65410 2.07152 0.20786  C1 1.091
35 H 8.32142 1.93565 0.71345  C1 1.089
36 H 7.32289 3.30393 1.25935  C1 1.088
37 H 8.33236 4.42546 -0.50627  C2 1.089
38 H 7.10043 3.59031 -1.45636  C2 1.090
39 H 9.73246 3.55619 -2.03654  C3 1.091
40 H 9.64791 2.05723 -1.06445  C3 1.090
41 H 8.17437 2.78401 -3.60840  C4 1.092
42 H 9.34723 1.47064 -3.37576  C4 1.092
43 H 7.66225 0.54824 -1.62672  C5 1.092
44 H 6.49235 1.62136 -2.41492  C5 1.093
45 H 7.93238 -0.71104 -3.72129  C6 1.091
46 H 7.16142 0.56185 -4.63163  C6 1.093
47 H 5.41031 -0.44442 -2.49301  C7 1.091
48 H 5.06492 -0.23273 -4.19738  C7 1.091
49 H 5.45930 -2.44361 -4.69214  C8 1.091
50 H 6.84648 -2.53009 -3.64528  C8 1.091
51 H 4.83633 -2.38202 -1.75262  C9 1.091
52 H 5.63084 -3.83529 -2.30432  C9 1.091
53 H 3.48332 -4.56166 -2.76653  C10 1.090
54 H 3.72434 -3.60860 -4.21922  C10 1.091
55 H 2.34556 -1.93379 -3.61298  C11 1.095
56 H 2.71853 -2.02415 -1.91304  C11 1.092
57 H 1.05242 -3.66084 -1.49672  C12 1.086
58 H 1.16923 -4.29971 -3.15974  C12 1.090
59 H 0.21666 -2.10257 -3.94563  C13 1.088
60 H -0.92179 -3.22004 -3.13036  C13 1.094
61 H -0.67543 -2.15060 -1.04348  C14 1.091
62 H 0.57186 -1.04535 -1.65041  C14 1.093
63 H -1.21028 1.34250 -3.45516  C16 1.093
64 H 0.04054 0.16277 -3.63758  C16 1.093
65 H -1.64224 -1.38551 -4.81107  C17 1.088
66 H -2.72801 -0.00517 -4.89535  C17 1.092
67 H -1.36279 -0.37250 -6.89678  C18 1.091
68 H 0.11128 -0.01332 -5.96023  C18 1.091
69 H -2.22019 1.91946 -6.26101  C19 1.097
70 H -0.89864 1.81930 -7.42775  C19 1.096
71 H -0.41725 4.05641 -4.30538  C21 1.089
72 H -0.62850 4.47582 -5.99953  C21 1.095
73 H -1.95675 3.70428 -5.10602  C21 1.094
74 H -3.24949 -1.26810 -3.07919  C22 1.092
75 H -2.74291 -1.95496 -1.56056  C22 1.090
76 H -3.64053 -0.46993 -0.24413  C23 1.091
77 H -6.98834 0.55205 -0.52426  O25 0.966
78 H -4.30626 1.68211 -0.74803  N27 1.018
79 H -2.00780 2.58695 -1.52183  C29 1.089
80 H -2.36294 2.05728 0.09168  C29 1.090
81 H -0.26986 1.15080 -1.31400  C30 1.093
82 H -0.45327 1.25830 2.25422  N32 1.013
83 H -1.89905 0.62673 2.40788  N32 1.023
84 H -2.62826 -1.04497 1.51620  O33 0.963
85 C -1.44562 0.09538 5.38696  O86 1.245, N87 1.351, N88 1.353
86 O -1.81497 0.78392 4.41782  C85 1.245
87 N -0.64103 0.58006 6.35764  C85 1.351, H89 1.004, H90 1.005
88 N -1.83288 -1.19231 5.53330  C85 1.353, H91 1.002, H92 1.009
89 H -0.35051 0.02735 7.14377  N87 1.004
90 H -0.32652 1.53221 6.29072  N87 1.005
91 H -2.46261 -1.56891 4.85080  N88 1.002
92 H -1.57571 -1.76420 6.32438  N88 1.009
93 C -3.72093 -2.76014 8.01088  O94 1.222, N95 1.359, N96 1.371
94 O -2.55891 -2.39570 8.11195  C93 1.222
95 N -4.07074 -4.06289 7.84553  C93 1.359, H97 1.002, H98 1.003
96 N -4.75948 -1.86673 8.06232  C93 1.371, H99 1.003, H100 1.003
97 H -5.01973 -4.37869 7.78771  N95 1.002
98 H -3.33011 -4.73872 7.83635  N95 1.003
99 H -4.51713 -0.90047 8.17861  N96 1.003
100 H -5.72529 -2.12511 7.98572  N96 1.003
101 C -5.03109 -2.18318 11.94403  O102 1.218, N103 1.371, N104 1.367
102 O -4.35952 -3.11099 11.53091  C101 1.218
103 N -5.37661 -1.12664 11.14127  C101 1.371, H105 1.002, H106 1.003
104 N -5.49675 -2.12470 13.22782  C101 1.367, H107 1.002, H108 1.002
105 H -5.93572 -0.35280 11.44522  N103 1.002
106 H -5.03702 -1.15642 10.19828  N103 1.003
107 H -5.25876 -2.88551 13.83551  N104 1.002
108 H -6.04952 -1.36953 13.58472  N104 1.002
109 C -0.82422 6.90447 -9.40741  O110 1.214, N111 1.370, N112 1.373
110 O -1.34191 7.63322 -10.22849  C109 1.214
111 N 0.26707 7.28093 -8.67034  C109 1.370, H113 1.001, H114 1.002
112 N -1.29509 5.63988 -9.15200  C109 1.373, H115 1.002, H116 1.001
113 H 0.71252 6.69220 -7.99389  N111 1.001
114 H 0.63491 8.19842 -8.83694  N111 1.002
115 H -2.08855 5.33440 -9.68239  N112 1.002
116 H -0.88440 5.01777 -8.48361  N112 1.001
117 C 0.09953 4.33820 4.63853  O118 1.218, N119 1.367, N120 1.372
118 O -0.89564 4.81010 5.15758  C117 1.218
119 N 1.22601 5.07458 4.39984  C117 1.367, H121 1.002, H122 1.003
120 N 0.15700 3.02059 4.26001  C117 1.372, H123 1.011, H124 1.003
121 H 2.05572 4.70047 3.98116  N119 1.002
122 H 1.20887 6.03920 4.67283  N119 1.003
123 H -0.66548 2.46011 4.43776  N120 1.011
124 H 0.96506 2.60201 3.83759  N120 1.003
125 C 1.83622 -2.90402 2.31920  O126 1.218, N127 1.370, N128 1.367
126 O 2.52638 -2.04068 2.83201  C125 1.218
127 N 0.54068 -3.12378 2.70627  C125 1.370, H129 1.003, H130 1.003
128 N 2.28588 -3.71328 1.31347  C125 1.367, H131 1.003, H132 1.004
129 H -0.05287 -3.81571 2.28881  N127 1.003
130 H 0.17730 -2.53716 3.43400  N127 1.003
131 H 3.23072 -3.57932 1.00610  N128 1.003
132 H 1.72502 -4.42273 0.87805  N128 1.004
133 C -1.90185 -5.60969 -0.65878  O134 1.221, N135 1.363, N136 1.371
134 O -0.74207 -5.24691 -0.77599  C133 1.221
135 N -2.27747 -6.91200 -0.79838  C133 1.363, H137 1.002, H138 1.003
136 N -2.91385 -4.73115 -0.36898  C133 1.371, H139 1.003, H140 1.002
137 H -3.22260 -7.23127 -0.70477  N135 1.002
138 H -1.55704 -7.57713 -1.00921  N135 1.003
139 H -2.65968 -3.77090 -0.23327  N136 1.003
140 H -3.87297 -5.00286 -0.26405  N136 1.002
141 C -5.12534 1.99623 3.22693  O142 1.217, N143 1.358, N144 1.382
142 O -6.34149 1.96156 3.23790  C141 1.217
143 N -4.36010 2.09189 4.34485  C141 1.358, H145 1.007, H146 1.002
144 N -4.41957 1.93142 2.04037  C141 1.382, H147 1.001, H148 1.007
145 H -3.35365 2.10780 4.33935  N143 1.007
146 H -4.84305 2.15108 5.22127  N143 1.002
147 H -4.96724 1.86313 1.20576  N144 1.001
148 H -3.41423 1.95248 1.98657  N144 1.007

Atom charges from the Löwdin analysis, given in e for atoms 1 to 5: number 1, C, carries -0.11; number 2, C, carries -0.25; number 3, C, carries -0.22; number 4, C, carries -0.22; number 5, C, carries -0.23